1.
A molecular structure, C4H9N3. Source: OMol25; level of theory: ωB97M-V/def2-TZVPD.

The geometry in XYZ format:
```
16
Properties=species:S:1:pos:R:3
C 1.702 0.865 -0.723
N 0.266 0.612 -0.705
C -0.614 0.898 0.445
C -0.779 -0.675 0.166
N -1.931 -0.938 -0.590
C -0.116 -1.624 0.865
N -0.348 1.571 1.471
H -0.144 0.405 -1.608
H -2.243 -1.897 -0.521
H -2.685 -0.287 -0.425
H 0.438 2.216 1.372
H 2.044 1.165 0.264
H 2.253 -0.027 -1.027
H 1.922 1.682 -1.416
H 0.846 -1.424 1.302
H -0.613 -2.543 1.129
```

- 2S+1 = 1
- highest occupied orbital energy (eV) = -7.07
- energy relative to the best compared isomer or geometry (same formula, charge and spin) (eV) = 4.254
- LUMO level (eV) = 0.88
- HOMO-LUMO gap (eV) = 7.96
- largest force on an atom (eV/A) = 4.57

***

2.
A gas-phase ion, C7H14N (charge +1). Source: OMol25; level of theory: ωB97M-V/def2-TZVPD.

The geometry in XYZ format:
```
22
Properties=species:S:1:pos:R:3
C 2.736 1.267 0.657
C 1.735 0.562 0.177
C 0.991 -0.693 0.589
C -0.160 -0.309 -0.384
C -0.651 -1.421 -1.300
N -1.289 0.503 0.199
C -2.265 -0.185 1.066
C 0.792 0.880 -1.005
H 3.076 2.096 0.213
H 3.336 1.021 1.616
H 1.374 -1.580 0.275
H 0.869 -0.834 1.718
H -1.356 -1.025 -2.051
H -0.947 -2.136 -0.651
H 0.225 -1.644 -1.979
H -0.891 1.228 0.720
H -1.714 0.885 -0.554
H -2.504 -1.237 0.541
H -1.962 -0.547 2.013
H -3.095 0.361 1.116
H 0.456 1.944 -1.046
H 1.245 0.865 -1.930
```

- 2S+1 = 1
- highest occupied orbital energy (eV) = -13.31
- charge = +1
- energy relative to the best compared isomer or geometry (same formula, charge and spin) (eV) = 2.465
- LUMO level (eV) = -3.07
- HOMO-LUMO gap (eV) = 10.24
- largest force on an atom (eV/A) = 6.29
- SMILES string = C=C1CC(C)([NH2+]C)C1

***

3.
A molecular structure, C30H39N4O2PtSb. Source: OMol25; level of theory: ωB97M-V/def2-TZVPD.

The geometry in XYZ format:
```
77
Properties=species:S:1:pos:R:3
Pt 1.094 -0.408 -0.437
O 4.258 -1.739 -2.622
C 3.377 -1.162 -2.000
N 2.723 -1.530 -0.889
C 3.161 -2.626 -0.108
C 3.583 -3.817 -0.690
C 3.999 -4.881 0.099
C 3.987 -4.757 1.478
C 3.559 -3.574 2.062
C 3.135 -2.490 1.295
N 2.721 -1.300 1.913
C 1.499 -1.289 2.383
O 0.936 -0.481 3.145
C 0.598 -2.348 1.763
C 0.133 -3.506 2.370
C -0.602 -4.408 1.631
C -0.870 -4.137 0.293
C -0.408 -2.958 -0.244
N 0.289 -2.072 0.485
C 3.044 0.261 -2.372
C 3.755 0.917 -3.356
C 3.592 2.283 -3.505
C 2.747 2.950 -2.633
C 2.045 2.222 -1.691
N 2.156 0.897 -1.584
H 3.596 -3.902 -1.767
H 4.332 -5.799 -0.369
H 4.314 -5.578 2.104
H 3.561 -3.460 3.140
H 0.379 -3.687 3.407
H -0.952 -5.328 2.083
H -1.421 -4.829 -0.329
H -0.577 -2.694 -1.279
H 4.444 0.330 -3.946
H 4.137 2.824 -4.266
H 2.618 4.022 -2.675
H 1.387 2.698 -0.986
C -2.401 -0.907 2.088
C -2.818 -0.044 0.897
C -3.349 -0.977 -0.195
C -3.929 0.885 1.382
Sb -1.074 1.048 0.098
C -0.843 2.756 1.455
C 0.494 3.428 1.161
C -0.827 2.239 2.892
C -1.957 3.791 1.304
C -1.857 1.910 -1.789
C -1.638 0.825 -2.849
C -1.128 3.174 -2.243
C -3.344 2.273 -1.720
H -3.299 -1.413 2.459
H -1.968 -0.334 2.909
H -1.680 -1.672 1.823
H -4.123 -1.618 0.242
H -2.571 -1.632 -0.584
H -3.801 -0.455 -1.035
H -4.788 0.262 1.656
H -4.269 1.611 0.645
H -3.627 1.416 2.282
H 1.330 2.729 1.235
H 0.658 4.218 1.901
H 0.501 3.913 0.181
H -0.087 1.455 3.065
H -1.803 1.848 3.183
H -0.609 3.084 3.554
H -2.043 4.194 0.293
H -1.732 4.633 1.968
H -2.928 3.402 1.596
H -0.579 0.586 -2.969
H -2.021 1.178 -3.813
H -2.158 -0.104 -2.605
H -0.078 3.009 -2.460
H -1.215 4.002 -1.538
H -1.589 3.502 -3.182
H -3.988 1.429 -1.491
H -3.648 2.651 -2.703
H -3.544 3.061 -0.995
```

- 2S+1 = 1
- highest occupied orbital energy (eV) = -7.14
- energy relative to the best compared isomer or geometry (same formula, charge and spin) (eV) = 0.000
- LUMO level (eV) = -0.21
- HOMO-LUMO gap (eV) = 6.93
- largest force on an atom (eV/A) = 0.42

***

4.
A molecular structure, C29H23ClGeNO3STa. Source: OMol25; level of theory: ωB97M-V/def2-TZVPD.

The geometry in XYZ format:
```
60
Properties=species:S:1:pos:R:3
Ta 0.410 -0.917 0.854
Cl 4.260 -2.359 6.975
C 3.150 -2.121 5.689
C 1.819 -2.510 5.837
C 0.902 -2.331 4.811
C 1.321 -1.758 3.629
O 0.432 -1.551 2.616
C 2.658 -1.354 3.459
C 3.132 -0.745 2.254
O 2.444 -0.480 1.246
C 3.571 -1.547 4.507
H 1.503 -2.960 6.768
H -0.128 -2.639 4.926
H 4.194 -0.492 2.199
H 4.605 -1.249 4.387
O 1.009 -0.955 -1.064
N 0.406 -1.678 -2.022
C 0.755 -1.439 -3.300
C 0.127 -2.127 -4.304
C -0.852 -3.062 -3.977
C -1.168 -3.300 -2.653
C -0.518 -2.591 -1.653
S -0.777 -2.849 0.049
H 1.527 -0.699 -3.439
H 0.405 -1.930 -5.329
H -1.360 -3.612 -4.757
H -1.912 -4.030 -2.370
C -2.799 1.216 1.959
Ge -1.489 0.870 0.564
C 0.284 1.640 1.106
C 1.257 2.337 0.364
C 2.374 2.877 0.977
C 2.564 2.728 2.347
C 1.628 2.045 3.110
C 0.508 1.506 2.495
C -2.313 1.006 -1.192
C -3.675 0.822 -1.141
C -4.473 0.851 -2.305
C -3.895 1.079 -3.516
C -2.495 1.281 -3.622
C -1.898 1.557 -4.877
C -0.556 1.783 -4.986
C 0.255 1.715 -3.834
C -0.298 1.433 -2.615
C -1.687 1.229 -2.458
H -3.321 2.143 1.720
H -2.333 1.318 2.935
H -3.523 0.405 2.008
H 1.125 2.506 -0.695
H 3.093 3.432 0.390
H 3.434 3.166 2.821
H 1.750 1.961 4.182
H -0.228 1.007 3.116
H -4.177 0.663 -0.196
H -5.542 0.707 -2.221
H -4.496 1.124 -4.415
H -2.535 1.605 -5.751
H -0.116 2.021 -5.944
H 1.320 1.897 -3.917
H 0.343 1.353 -1.749
```

- 2S+1 = 1
- highest occupied orbital energy (eV) = -13.25
- charge = +2
- energy relative to the best compared isomer or geometry (same formula, charge and spin) (eV) = 0.000
- LUMO level (eV) = -7.05
- HOMO-LUMO gap (eV) = 6.20
- largest force on an atom (eV/A) = 0.42

***

5.
A single C3H4 molecule. Source: OMol25; level of theory: ωB97M-V/def2-TZVPD.

The geometry in XYZ format:
```
7
Properties=species:S:1:pos:R:3
C 1.558 -0.470 0.255
C 0.470 -0.061 -0.048
C -0.935 0.226 -0.129
H 2.578 -0.656 0.043
H -1.271 1.208 -0.457
H -0.889 0.325 0.981
H -1.511 -0.571 -0.645
```

- 2S+1 = 1
- highest occupied orbital energy (eV) = -9.72
- energy relative to the best compared isomer or geometry (same formula, charge and spin) (eV) = 0.780
- LUMO level (eV) = 1.04
- HOMO-LUMO gap (eV) = 10.76
- largest force on an atom (eV/A) = 2.24
- SMILES string = C#CC

***

6.
2 unconnected molecules or ions with the total composition C3H5Cl2FN4. Source: OMol25; level of theory: ωB97M-V/def2-TZVPD.

The geometry in XYZ format:
```
15
Properties=species:S:1:pos:R:3
C 0.917 1.915 0.041
C -0.974 0.784 -0.767
C 0.891 -0.357 0.206
N -0.347 -0.372 -0.391
N 1.480 0.825 0.406
N -0.308 1.965 -0.535
N 1.527 -1.489 0.462
F 0.925 -2.622 0.084
Cl -2.439 0.814 -1.519
Cl -1.604 -2.456 1.154
H 1.508 2.725 0.341
H -0.930 -1.369 -0.231
H -2.609 -1.839 1.142
H -0.572 2.887 -0.901
H 2.537 -1.411 0.507
```

- 2S+1 = 1
- highest occupied orbital energy (eV) = -20.01
- charge = +2
- energy relative to the best compared isomer or geometry (same formula, charge and spin) (eV) = 0.402
- LUMO level (eV) = -10.09
- HOMO-LUMO gap (eV) = 9.91
- largest force on an atom (eV/A) = 4.53